The following is a DFT calculation (wB97M-V/def2-TZVPD) of C48H91Cl20N4O2 as an isolated structure at a distorted geometry.

Calculated values
**HOMO**: -10.05 eV
**Charge**: +1
**Electronic energy**: -311732.2148 eV
**Multiplicity**: 1
**Lowest unoccupied orbital energy**: -0.1240 Ha
**Gap between HOMO and LUMO**: 0.245 Ha

Last column: Löwdin charge in e.
Positions of all 165 atoms, in Å:
C  9.12416  2.07726  0.46692  -0.154
C  8.48832  0.97797  -0.59055  -0.269
C  7.88456  -0.26232  0.32511  -0.218
C  6.70224  -1.04574  -0.55336  -0.207
C  7.43668  -2.22257  -1.43893  -0.253
C  6.23557  -3.01953  -2.24892  -0.202
C  5.92838  -2.27308  -3.68886  -0.191
C  4.39978  -1.66974  -3.80903  -0.204
C  3.21473  -2.71618  -3.37460  -0.207
C  2.06006  -2.08532  -2.39256  -0.206
C  2.63173  -1.33516  -1.04900  -0.194
C  2.98486  -2.36779  0.19592  -0.193
C  1.74624  -2.36570  1.31871  -0.201
C  0.60673  -3.47646  0.86544  -0.141
C  -0.69862  -2.58579  0.33123  -0.197
C  -1.43024  -1.99811  1.67560  -0.224
N  -2.78552  -1.39333  1.38268  0.012
C  -2.98817  -1.36952  -0.14662  -0.099
N  -3.08505  -0.14448  -0.81903  0.045
C  -3.32793  -0.05591  -2.30996  -0.117
C  -2.06427  0.50957  -3.18849  -0.164
C  -2.05489  -0.11118  -4.74076  -0.250
N  -1.25363  0.86082  -5.63029  -0.063
C  -2.94537  1.08656  0.10115  -0.105
O  -2.89864  2.36032  -0.63291  -0.136
C  -4.11763  3.16231  -0.44675  -0.157
C  -4.74294  3.62624  1.02209  0.000
C  -6.13630  4.48391  1.17740  -0.225
C  -6.98125  4.92669  -0.15832  -0.139
C  -6.36376  4.52731  -1.63829  -0.033
C  -4.94723  3.65390  -1.78750  -0.007
N  -3.07272  -2.71407  -0.83529  0.087
C  -1.78544  -3.48718  -0.51662  -0.293
O  -1.20657  -4.01611  -1.76257  -0.059
H  9.54081  3.00692  -0.15066  0.077
H  9.98990  1.50066  1.04462  0.086
H  8.26350  2.41289  1.20733  0.079
H  9.33200  0.51827  -1.29414  0.108
H  7.61007  1.44353  -1.24186  0.054
H  8.72130  -1.02593  0.62213  0.112
H  7.35202  0.10479  1.31374  0.107
H  6.06581  -0.30137  -1.20580  0.055
H  6.03736  -1.60887  0.26148  0.099
H  8.23847  -1.73245  -2.13878  0.103
H  7.92434  -2.96997  -0.67883  0.000
H  5.29435  -3.00869  -1.53092  0.090
H  6.57241  -4.13612  -2.34506  0.082
H  6.65515  -1.32722  -3.73628  0.092
H  6.22465  -2.98010  -4.60333  0.118
H  4.23074  -1.41074  -4.95644  0.117
H  4.39237  -0.64719  -3.23881  0.047
H  2.65704  -3.04087  -4.37854  0.116
H  3.60842  -3.73140  -2.90533  0.112
H  1.39882  -2.99874  -2.00349  0.096
H  1.37591  -1.35256  -3.01293  0.107
H  3.55759  -0.64124  -1.22497  0.076
H  1.74988  -0.63478  -0.65959  0.098
H  3.19536  -3.47946  -0.18329  0.121
H  3.93364  -1.94111  0.77502  0.097
H  1.27081  -1.27662  1.39513  0.105
H  2.19543  -2.60408  2.39045  0.107
H  0.33294  -4.17210  1.78252  0.096
H  1.04173  -4.10845  -0.04021  0.115
H  -0.23229  -1.75630  -0.37324  0.144
H  -1.55082  -2.87297  2.45845  0.009
H  -0.76346  -1.17289  2.17190  0.078
H  -3.50260  -2.11102  1.70404  0.093
H  -3.66695  -1.06911  -2.81245  0.126
H  -4.24381  0.69255  -2.47208  0.153
H  -1.05870  0.30524  -2.62174  0.116
H  -2.21999  1.67330  -3.32903  0.113
H  -1.57656  -1.19037  -4.74360  0.124
H  -3.16560  -0.11145  -5.13818  0.126
H  -1.86689  1.68432  -5.90660  0.079
H  -0.49906  1.28058  -5.02069  0.066
H  -1.95009  1.03111  0.75494  0.172
H  -3.83370  0.99359  0.87006  0.144
H  -4.11022  3.26208  1.96665  0.088
H  -6.48926  4.71856  2.28473  0.015
H  -7.99477  5.51124  -0.02838  0.058
H  -6.94471  4.87169  -2.62048  0.096
H  -4.55964  3.38059  -2.85883  0.080
H  -3.86889  -3.20875  -0.37582  0.124
H  -2.08662  -4.40880  0.16952  0.147
H  -1.48513  -4.97767  -1.82704  0.120
Cl  -7.24838  -3.50157  -1.11980  0.537
C  -6.42622  -4.53887  -2.31231  -0.663
C  -5.59597  -3.73336  -3.29865  -0.678
Cl  -6.60897  -2.76065  -4.39430  0.548
H  -7.18696  -5.13878  -2.82119  0.074
H  -5.77924  -5.21724  -1.74840  0.067
H  -5.00800  -4.40832  -3.92763  0.077
H  -4.90439  -3.05754  -2.78596  0.021
Cl  -7.16230  6.43975  1.91165  0.722
C  -7.50957  7.23309  3.46857  -0.561
C  -7.26914  8.73321  3.41504  -0.671
Cl  -5.54078  9.13247  3.25330  0.540
H  -6.89602  6.75362  4.23749  0.078
H  -8.56028  7.03273  3.69801  0.082
H  -7.61554  9.19839  4.34268  0.076
H  -7.80450  9.19782  2.58113  -0.003
Cl  -5.92039  -1.25984  2.56535  0.567
C  -4.73881  -0.47363  3.64227  -0.707
C  -5.40732  0.42701  4.66841  -0.717
Cl  -6.14001  1.86908  3.92247  0.554
H  -4.02984  0.08108  3.02000  -0.003
H  -4.19221  -1.27394  4.14973  0.066
H  -4.66506  0.78574  5.38761  0.034
H  -6.18863  -0.10310  5.22196  -0.055
Cl  -6.17346  2.09875  7.37878  0.579
C  -7.63516  1.44490  8.15975  -0.633
C  -7.60594  -0.07206  8.25465  -0.627
Cl  -7.74527  -0.84911  6.65790  0.614
H  -8.50580  1.79702  7.59801  0.076
H  -7.67898  1.87957  9.16271  0.076
H  -8.45243  -0.42337  8.85207  0.076
H  -6.68523  -0.42882  8.72676  0.073
Cl  5.08462  1.87916  -2.36975  0.596
C  5.03247  3.55781  -2.96424  -0.639
C  6.09213  3.82616  -4.02072  -0.652
Cl  7.73954  3.79816  -3.34393  0.544
H  5.14249  4.22545  -2.10417  0.072
H  4.03621  3.71186  -3.38912  0.072
H  5.94412  4.82100  -4.45117  0.074
H  6.04616  3.09398  -4.83292  0.071
Cl  8.95481  0.56718  -4.70233  0.538
C  9.37976  -1.10005  -5.16466  -0.713
C  10.88000  -1.28740  -5.32342  -0.694
Cl  11.52201  -0.41124  -6.73514  0.543
H  8.84327  -1.34313  -6.08697  0.076
H  9.00523  -1.75333  -4.37110  -0.028
H  11.10794  -2.34618  -5.47806  0.023
H  11.42470  -0.94829  -4.43675  0.074
Cl  8.98610  -4.85664  -0.96247  0.637
C  9.80826  -5.89394  -2.15497  -0.627
C  10.63852  -5.08843  -3.14132  -0.615
Cl  9.62551  -4.11572  -4.23696  0.650
H  9.04752  -6.49384  -2.66385  0.073
H  10.45524  -6.57231  -1.59106  0.075
H  11.22649  -5.76339  -3.77029  0.078
H  11.33009  -4.41261  -2.62863  0.078
Cl  -0.29526  -2.64926  4.56057  0.629
C  -0.01119  -1.29818  5.68658  -0.611
C  -1.24705  -0.43157  5.86728  -0.621
Cl  -1.64783  0.48486  4.39340  0.610
H  0.83721  -0.71739  5.31178  0.078
H  0.27631  -1.74053  6.64494  0.081
H  -1.07309  0.30327  6.65888  0.081
H  -2.12138  -1.02893  6.14403  0.074
Cl  -7.74320  9.47606  -0.56469  0.538
C  -8.18360  11.19928  -0.66752  -0.656
C  -8.06500  11.90348  0.67452  -0.647
Cl  -9.29485  11.34792  1.83710  0.559
H  -9.19923  11.26605  -1.06950  0.071
H  -7.50125  11.65737  -1.38955  0.074
H  -8.21618  12.97916  0.54434  0.075
H  -7.07897  11.75066  1.12425  0.070
Cl  -2.84847  -6.00461  6.26638  0.543
C  -2.02631  -7.04190  5.07387  -0.655
C  -1.19605  -6.23640  4.08753  -0.644
Cl  -2.20906  -5.26369  2.99188  0.577
H  -2.78704  -7.64181  4.56499  0.072
H  -1.37932  -7.72028  5.63778  0.078
H  -0.60808  -6.91136  3.45855  0.080
H  -0.50448  -5.56058  4.60022  0.041

Forces on the atoms, in the same order (eV/Å):
C -0.1 -0.6 -1.0
C 0.0 -0.5 1.1
C -1.3 0.2 -0.9
C 1.4 -0.9 1.1
C -1.7 0.4 0.6
C 0.7 0.3 0.4
C 0.4 0.3 0.3
C 0.5 -0.3 -0.9
C -0.7 -0.3 -0.5
C 0.3 -0.5 0.4
C -0.6 0.0 0.5
C -0.2 0.8 0.7
C 0.7 -0.4 -0.2
C 0.0 0.9 -0.3
C 0.4 -1.0 0.2
C 1.5 -0.4 -0.1
N -0.9 -1.0 -2.9
C -0.3 1.5 -0.4
N 0.6 -4.5 2.2
C -1.0 0.7 -2.2
C -0.5 0.4 -0.2
C -0.2 0.9 0.8
N -0.8 0.3 1.5
C 0.3 1.1 1.8
O -2.7 -0.9 1.5
C -4.6 2.9 -0.4
C -0.8 0.1 -3.0
C 2.8 -3.8 -3.7
C 3.8 -2.7 -1.1
C 1.8 -1.0 3.3
C -1.3 0.7 3.5
N 0.7 2.2 1.6
C 0.9 -1.3 1.0
O -1.3 -0.5 1.8
H -0.8 -2.0 1.6
H -1.8 1.6 -1.1
H 2.0 -0.6 -1.5
H -1.9 1.2 1.4
H 2.1 -1.0 1.4
H -1.6 1.4 -0.6
H 1.3 -0.4 -2.0
H 1.3 -1.5 1.4
H 1.1 1.2 -2.0
H -1.4 -1.1 1.2
H -1.0 2.1 -1.6
H 1.8 0.0 -1.6
H -0.8 2.1 -0.2
H -1.5 -2.0 0.0
H -0.9 1.5 2.0
H 0.3 -0.4 2.4
H -0.3 -2.1 -0.9
H 1.2 0.6 2.2
H -0.5 2.3 -0.9
H 1.2 2.0 -1.0
H 1.4 -1.4 1.3
H -1.8 -1.4 0.0
H 1.9 -1.3 -0.8
H -0.4 2.5 0.9
H -1.9 -1.1 -1.4
H 1.1 -2.3 -0.3
H -1.0 0.3 -2.3
H 0.3 1.4 -2.1
H -1.1 1.2 2.1
H -1.2 -1.5 1.4
H 0.1 2.0 -1.9
H -1.3 -1.7 -1.0
H 0.9 1.3 -0.6
H 0.8 1.8 1.8
H 2.0 -1.6 0.6
H -1.8 0.4 -1.2
H 0.5 -2.4 0.5
H -1.1 2.3 -0.1
H 2.3 -0.3 0.8
H 0.9 -1.5 0.6
H -1.0 -0.7 -1.0
H -2.0 -0.2 -1.8
H 1.6 0.5 -1.8
H -1.8 1.1 -2.1
H 1.3 -2.1 -3.1
H 2.4 -1.5 -0.7
H 1.5 -0.9 2.4
H -0.8 0.6 2.3
H 0.7 0.6 -0.5
H 0.6 1.9 -1.3
H 0.5 1.8 0.1
Cl 0.1 0.1 0.0
C 0.1 -0.2 -0.2
C 0.1 -0.2 0.1
Cl 0.0 0.0 0.1
H 0.1 0.2 0.1
H 0.0 0.1 -0.1
H -0.1 0.0 0.1
H -0.2 -0.1 -0.1
Cl -1.6 4.5 1.7
C -0.3 0.5 0.3
C -0.4 0.0 0.1
Cl 0.0 0.0 -0.1
H 0.0 0.1 -0.2
H 0.1 0.1 -0.1
H 0.1 -0.1 -0.1
H 0.2 -0.2 0.1
Cl -0.1 -0.1 -0.2
C 0.2 0.5 0.3
C 0.2 -0.4 0.0
Cl 0.0 -0.1 -0.2
H -0.3 -0.2 0.2
H -0.1 0.1 0.0
H 0.0 -0.1 -0.2
H 0.4 0.3 -0.4
Cl 0.0 0.0 0.1
C -0.3 -0.1 0.2
C 0.0 0.2 0.4
Cl -0.3 -0.2 0.2
H 0.2 -0.1 0.0
H 0.0 -0.2 -0.1
H 0.1 0.1 -0.1
H -0.2 0.1 -0.2
Cl 0.0 0.0 0.0
C 0.0 0.4 -0.2
C -0.2 0.0 -0.1
Cl 0.0 -0.1 0.0
H 0.1 -0.2 -0.2
H 0.2 -0.1 0.0
H 0.0 -0.1 0.2
H 0.0 0.1 0.3
Cl 0.0 0.1 0.0
C 0.1 -0.2 0.0
C -0.1 -0.2 0.2
Cl 0.0 0.1 0.0
H 0.2 0.1 0.1
H 0.1 0.3 -0.2
H -0.1 0.3 0.0
H -0.2 0.0 -0.2
Cl 0.4 -0.6 -0.2
C 0.2 -0.3 -0.1
C 0.2 -0.3 0.2
Cl -0.1 -0.4 0.2
H 0.1 0.2 0.1
H 0.0 0.2 -0.1
H -0.2 0.0 0.1
H -0.3 -0.1 -0.1
Cl 0.1 0.0 0.3
C 0.1 0.3 0.3
C 0.1 -0.2 0.4
Cl 0.1 0.0 -0.1
H -0.2 -0.1 0.0
H -0.1 0.1 -0.1
H 0.1 -0.1 -0.2
H 0.2 0.1 -0.1
Cl 0.0 0.0 0.1
C -0.1 0.3 -0.1
C 0.3 0.1 -0.3
Cl -0.1 0.0 0.0
H 0.2 -0.1 0.2
H -0.1 0.0 0.2
H 0.0 -0.2 0.0
H -0.2 -0.1 -0.1
Cl 0.0 0.0 -0.1
C 0.1 -0.1 -0.2
C 0.4 -0.4 0.3
Cl -0.2 0.0 0.0
H 0.1 0.2 0.1
H 0.0 0.2 -0.1
H -0.2 0.1 0.1
H -0.3 -0.1 -0.1